(1)
{"formula": "C10H13O2", "method": "ωB97M-V/def2-TZVPD", "e_homo_ha": -0.1517, "e_above_lowest_kcal_mol": 57.8, "total_charge": -1, "lumo_energy_ev": 3.44, "e_tot_ev": -14675.0987, "species": ["C", "C", "C", "O", "O", "H", "H", "H", "H", "H", "C", "C", "C", "C", "C", "C", "C", "H", "H", "H", "H", "H", "H", "H", "H"], "positions_angstrom": [[-0.34880, -1.74873, 1.79898], [0.10937, -2.45154, 0.41733], [-1.66685, -0.80364, 1.90849], [-2.66864, -0.99586, 1.20940], [-1.49905, 0.09598, 2.81619], [-0.49349, -2.51112, 2.44364], [0.52044, -1.08406, 2.28503], [-0.90107, -2.46583, -0.16969], [0.37751, -3.52383, 0.46650], [0.74461, -1.70410, 0.01228], [0.73793, 2.21029, 0.92503], [-0.55343, 0.78923, -0.52255], [0.66665, 1.50644, -0.32263], [-0.96082, 0.14667, -1.64637], [1.57301, 1.60951, -1.43346], [0.02082, 0.07577, -2.57342], [1.24623, 0.71996, -2.42262], [-1.29497, 0.92391, 0.29850], [-2.07794, -0.25394, -1.79149], [0.96244, 3.34536, 1.07536], [1.47028, 1.78187, 1.55240], [2.40691, 2.26600, -1.38096], [-0.31893, -0.35480, -3.50676], [2.04408, 0.41862, -3.00021], [-0.09628, 2.00784, 1.56104]]}

---

(2)
{"formula": "C3H4I2O", "method": "ωB97M-V/def2-TZVPD", "e_homo_ha": -0.3377, "e_above_lowest_kcal_mol": 43.9, "lumo_energy_ev": -0.29, "e_tot_ev": -21422.2435, "species": ["C", "C", "C", "O", "I", "I", "H", "H", "H", "H"], "positions_angstrom": [[-0.88929, -1.64840, 1.94363], [0.67725, 1.00526, -0.39699], [1.37444, 1.65683, 0.52413], [-0.79817, -1.40777, 0.77586], [3.00977, 3.03561, -0.11788], [1.32130, 1.26712, 2.52720], [-0.52461, -0.80684, 2.67798], [-1.31233, -2.56016, 2.37621], [-0.03716, 0.23935, -0.16793], [0.91049, 1.41378, -1.35265]]}

---

(3)
{"formula": "C2H6N4", "method": "ωB97M-V/def2-TZVPD", "e_homo_ha": -0.3328, "e_above_lowest_kcal_mol": 77.7, "lumo_energy_ev": 0.86, "e_tot_ev": -8128.7250, "smiles": "[H]/N=N\\C.N=C=N", "species": ["C", "C", "N", "N", "N", "N", "H", "H", "H", "H", "H", "H"], "positions_angstrom": [[2.35328, -0.09051, -0.80362], [-0.97375, -0.09540, 0.87226], [2.82550, -1.18882, -0.65019], [-2.91770, 0.95433, 0.18685], [1.80854, 0.94123, -1.00159], [-1.79610, 1.03152, 0.56521], [-0.03740, 0.18271, 1.28220], [-1.51434, -0.79919, 1.51167], [-0.74925, -0.66298, -0.08258], [3.00973, -1.84246, -1.38990], [-3.22708, -0.08047, 0.15850], [1.21856, 1.65002, -0.64880]]}

---

How do the records compare in HOMO-LUMO gap? In the order shown, they have 7.57 8.90 9.91 eV.